Record 1
ORCA calculation (ωB97M-V/def2-TZVPD) on a cluster of 11 separate species, C21H64N4O11 in total in a non-equilibrium geometry.

Calculated values
Structure (SMILES)   NC(N)=O.NC(N)=O.CC(C)O.CC(C)O.CC(C)O.CC(C)O.CC(C)O.CO.CO.CO.CO
Total energy   -1884.80735 Ha
LUMO level   0.11 eV
Relative energy (zero: lowest compared OMol25 entry of this formula, charge and spin)   925.4 kJ/mol
Maximum force   14.34 eV Å⁻¹

```
100
C21H64N4O11 (ωB97M-V/def2-TZVPD)
C 0.425 3.081 -1.365
O -0.118 2.838 -2.586
H -0.132 3.727 -0.670
H 1.366 3.629 -1.616
H 0.878 2.252 -0.832
H 0.401 2.180 -3.009
C 1.349 -1.995 4.823
O 2.211 -2.881 4.102
H 0.344 -2.385 4.925
H 1.378 -1.131 4.218
H 1.763 -1.747 5.764
H 2.346 -3.642 4.600
C -3.682 -4.327 2.080
O -2.936 -3.219 1.603
H -4.727 -4.380 1.721
H -3.572 -4.188 3.158
H -3.189 -5.333 1.779
H -3.170 -2.978 0.730
C 1.460 4.418 1.414
O 2.073 5.139 0.280
H 0.426 4.657 1.398
H 1.968 4.642 2.418
H 1.529 3.301 1.141
H 2.739 4.461 0.067
C -0.584 -3.086 -3.124
O -1.278 -2.755 -2.027
N 0.602 -2.600 -3.396
N -1.160 -3.824 -4.062
H 1.123 -2.286 -2.548
H 1.235 -3.093 -4.049
H -2.122 -4.118 -3.870
H -0.568 -4.100 -4.796
C 0.651 -3.755 1.096
O 0.116 -4.213 -0.071
N 1.967 -3.790 1.297
N -0.013 -3.062 2.003
H 2.521 -4.564 0.893
H 2.380 -3.406 2.153
H -1.006 -2.962 1.865
H 0.420 -2.839 2.803
C -4.379 4.190 -2.434
C -3.170 4.763 -1.666
C -2.861 3.949 -0.382
O -2.196 4.800 -2.359
H -4.100 3.159 -2.662
H -4.656 4.657 -3.362
H -5.253 4.154 -1.778
H -3.462 5.832 -1.365
H -3.700 4.037 0.353
H -2.056 4.405 0.244
H -2.567 3.025 -0.479
H -1.565 4.046 -2.248
C 3.725 0.659 3.689
C 4.104 0.907 2.261
C 4.565 -0.408 1.727
O 3.176 1.348 1.621
H 3.473 -0.337 3.975
H 2.907 1.350 3.890
H 4.404 1.057 4.466
H 4.976 1.548 2.263
H 5.060 -0.223 0.714
H 3.807 -1.195 1.792
H 5.265 -0.879 2.350
H 2.524 0.653 1.444
C -0.875 -0.081 0.237
C 0.138 0.251 1.390
C -0.640 0.618 2.699
O 0.955 -0.672 1.621
H -0.458 -0.313 -0.669
H -1.592 0.806 0.163
H -1.626 -0.840 0.591
H 0.736 1.161 1.035
H -1.312 1.448 2.495
H 0.059 0.939 3.498
H -1.192 -0.134 3.278
H 0.419 -1.475 1.617
C -4.586 0.483 -1.460
C -3.843 0.295 -2.793
C -2.348 0.121 -2.481
O -4.149 -0.636 -3.590
H -5.041 1.466 -1.547
H -4.000 0.487 -0.579
H -5.366 -0.260 -1.426
H -3.918 1.140 -3.464
H -2.352 -0.641 -1.748
H -2.123 1.135 -2.039
H -1.587 -0.105 -3.278
H -3.462 -0.871 -4.199
C 4.093 -1.549 -1.616
C 2.676 -0.961 -1.433
C 2.205 -0.141 -2.700
O 1.727 -1.710 -1.166
H 4.339 -2.234 -0.810
H 4.751 -0.767 -1.443
H 4.268 -2.064 -2.526
H 2.709 -0.329 -0.568
H 2.679 0.821 -2.700
H 1.178 -0.058 -2.803
H 2.444 -0.506 -3.715
H 1.666 -1.988 -0.232
```

---

Record 2
ORCA calculation (ωB97M-V/def2-TZVPD) on a structure of composition C21H64N4O11 in a non-equilibrium geometry.

Calculated values
Total energy   -1883.99296 Ha
LUMO level   -0.07 eV
Relative energy (zero: lowest compared OMol25 entry of this formula, charge and spin)   3063.5 kJ/mol
Maximum force   15.79 eV Å⁻¹

```
100
C21H64N4O11 (ωB97M-V/def2-TZVPD)
C 0.270 -3.453 -0.189
O -0.470 -4.023 -1.215
H -0.072 -3.908 0.741
H 1.319 -3.737 -0.274
H 0.048 -2.395 -0.322
H -0.407 -4.968 -1.061
C 3.771 0.684 0.916
O 3.811 1.641 1.944
H 3.597 -0.302 1.348
H 2.958 0.957 0.244
H 4.627 0.554 0.254
H 3.101 1.628 2.590
C 2.193 -2.019 -1.559
O 2.319 -0.931 -0.712
H 1.935 -2.893 -0.961
H 1.421 -1.922 -2.322
H 3.085 -2.342 -2.096
H 2.737 -0.196 -1.169
C -1.986 2.005 2.259
O -1.614 2.535 0.983
H -2.935 1.471 2.224
H -1.198 1.283 2.471
H -1.962 2.673 3.120
H -1.229 1.818 0.474
C -0.077 0.260 0.298
O -1.096 0.899 0.366
N 0.830 0.307 1.169
N 0.250 -0.492 -0.590
H 1.750 -0.013 0.903
H 0.530 0.705 2.048
H 1.167 -0.847 -0.819
H -0.349 -0.458 -1.402
C 1.694 1.296 3.260
O 0.904 1.991 2.610
N 2.855 1.654 3.705
N 1.426 0.066 3.505
H 3.679 1.174 4.038
H 2.972 2.648 3.569
H 0.483 -0.262 3.352
H 2.030 -0.315 4.220
C -3.870 -2.086 0.233
C -2.799 -2.606 -0.792
C -1.513 -1.842 -0.619
O -2.579 -3.953 -0.578
H -4.745 -2.700 0.017
H -4.125 -1.049 0.012
H -3.510 -2.185 1.256
H -2.942 -2.409 -1.855
H -1.603 -0.770 -0.798
H -0.858 -2.188 -1.418
H -1.013 -1.985 0.339
H -1.709 -4.107 -0.953
C 1.609 2.689 0.177
C 2.590 3.627 0.885
C 2.521 5.110 0.593
O 2.314 3.607 2.254
H 1.746 2.792 -0.900
H 0.609 2.975 0.501
H 1.803 1.642 0.412
H 3.621 3.277 0.829
H 2.768 5.398 -0.429
H 3.099 5.763 1.247
H 1.545 5.564 0.765
H 1.657 2.918 2.380
C -0.400 -1.904 2.778
C -1.130 -0.995 3.726
C -2.180 -1.780 4.544
O -0.091 -0.509 4.529
H 0.210 -1.209 2.201
H -1.006 -2.428 2.039
H 0.219 -2.705 3.182
H -1.544 -0.229 3.069
H -2.661 -1.114 5.260
H -1.746 -2.522 5.213
H -2.953 -2.141 3.864
H 0.300 -1.210 5.055
C -0.699 -0.134 -5.499
C 0.558 -0.413 -4.743
C 0.940 0.459 -3.584
O 0.383 -1.709 -4.286
H -0.883 -0.733 -6.390
H -0.659 0.927 -5.747
H -1.536 -0.233 -4.809
H 1.406 -0.343 -5.424
H 0.940 1.514 -3.855
H 1.864 0.197 -3.068
H 0.196 0.428 -2.788
H -0.520 -1.952 -4.505
C -1.269 0.775 -1.890
C -2.120 1.249 -3.112
C -3.310 0.351 -3.368
O -2.631 2.564 -2.763
H -0.328 1.313 -1.773
H -1.056 -0.277 -2.082
H -1.922 0.748 -1.018
H -1.533 1.287 -4.030
H -3.907 0.242 -2.463
H -2.864 -0.639 -3.458
H -3.871 0.462 -4.297
H -3.180 2.411 -1.990
```

---

Record 3
ORCA calculation (ωB97M-V/def2-TZVPD) on a cluster of 11 separate species, C21H64O11 in total in a non-equilibrium geometry.

Calculated values
Structure (SMILES)   CC(C)O.CC(C)O.CC(C)O.CC(C)O.CC(C)O.CO.CO.CO.CO.CO.CO
Total energy   -1665.99305 Ha
LUMO level   0.11 eV
Relative energy (zero: lowest compared OMol25 entry of this formula, charge and spin)   324.9 kJ/mol
Maximum force   3.35 eV Å⁻¹

```
96
C21H64O11 (ωB97M-V/def2-TZVPD)
C -1.546 -4.101 2.174
O -2.876 -4.612 2.406
H -1.725 -3.158 1.643
H -1.008 -3.999 3.139
H -0.983 -4.802 1.536
H -2.865 -5.580 2.474
C -4.150 1.201 -0.533
O -3.919 0.622 0.818
H -3.658 2.169 -0.470
H -3.748 0.583 -1.308
H -5.239 1.296 -0.640
H -4.290 -0.263 0.815
C -1.642 2.246 -3.456
O -1.933 0.851 -3.426
H -1.112 2.454 -2.526
H -1.026 2.516 -4.283
H -2.548 2.868 -3.536
H -2.564 0.657 -4.111
C 2.768 -3.383 2.802
O 2.606 -4.043 1.531
H 3.816 -3.235 3.103
H 2.298 -2.467 2.686
H 2.322 -3.972 3.604
H 2.848 -4.989 1.596
C 4.086 -2.099 -0.645
O 2.662 -2.193 -0.625
H 4.450 -2.187 0.335
H 4.512 -2.827 -1.374
H 4.428 -1.163 -1.014
H 2.475 -3.047 -0.196
C -4.982 -2.641 -0.354
O -4.301 -2.234 0.771
H -4.414 -3.281 -0.996
H -5.930 -3.103 -0.064
H -5.304 -1.747 -0.948
H -4.098 -2.988 1.319
C 2.108 3.885 -3.141
C 2.139 2.526 -2.379
C 3.576 1.996 -2.237
O 1.522 2.623 -1.112
H 2.439 3.794 -4.173
H 2.637 4.683 -2.658
H 1.063 4.185 -3.246
H 1.551 1.770 -2.910
H 3.402 1.083 -1.661
H 4.160 2.762 -1.609
H 4.203 1.843 -3.123
H 1.273 1.711 -0.837
C -2.351 2.438 3.954
C -3.021 3.281 2.956
C -2.136 3.646 1.832
O -4.321 2.755 2.586
H -1.507 2.932 4.438
H -1.984 1.530 3.510
H -2.991 2.144 4.739
H -3.259 4.236 3.455
H -1.835 2.707 1.362
H -1.238 4.156 2.150
H -2.644 4.093 0.966
H -4.079 2.046 1.987
C 1.317 2.252 3.473
C 2.760 1.903 3.502
C 3.093 0.578 2.743
O 3.545 3.015 2.826
H 0.702 1.440 3.843
H 0.850 2.469 2.485
H 1.187 3.168 4.073
H 3.048 1.818 4.510
H 2.806 -0.253 3.363
H 4.148 0.590 2.519
H 2.601 0.602 1.760
H 3.459 3.802 3.421
C 0.446 -2.673 -3.746
C 1.195 -1.332 -3.883
C 2.516 -1.575 -4.557
O 0.421 -0.402 -4.680
H 0.522 -3.266 -4.649
H -0.562 -2.511 -3.472
H 1.018 -3.191 -2.956
H 1.367 -0.888 -2.880
H 2.315 -2.154 -5.465
H 3.227 -2.048 -3.838
H 2.886 -0.645 -4.922
H -0.345 -0.008 -4.174
C -1.118 -1.560 -0.658
C -0.639 -0.302 0.065
C -0.556 -0.362 1.562
O 0.756 -0.055 -0.334
H -1.258 -1.247 -1.693
H -2.102 -1.810 -0.199
H -0.434 -2.407 -0.417
H -1.075 0.614 -0.287
H -1.516 -0.367 2.079
H -0.148 0.594 1.853
H 0.129 -1.126 1.894
H 1.321 -0.833 -0.261
```

---

Record 4
ORCA calculation (ωB97M-V/def2-TZVPD) on a cluster of 11 separate species, C21H64O11 in total in a non-equilibrium geometry.

Calculated values
Structure (SMILES)   CC(C)O.CC(C)O.CC(C)O.CC(C)O.CC(C)O.CC(C)O.CC(C)O.O.O.O.O
Total energy   -1666.11024 Ha
LUMO level   0.39 eV
Relative energy (zero: lowest compared OMol25 entry of this formula, charge and spin)   17.2 kJ/mol
Maximum force   3.56 eV Å⁻¹

```
96
C21H64O11 (ωB97M-V/def2-TZVPD)
O -3.963 0.995 -1.209
H -3.992 0.037 -1.031
H -3.308 1.356 -0.593
O -0.392 -1.852 2.912
H -1.030 -2.198 2.267
H -0.090 -1.050 2.437
O 3.322 2.809 -0.460
H 3.176 3.140 -1.369
H 4.170 3.068 -0.221
O 1.059 3.067 0.689
H 1.989 3.137 0.408
H 0.589 3.735 0.202
C 2.571 -4.618 1.544
C 2.743 -4.175 3.001
C 4.214 -4.251 3.489
O 2.346 -2.827 3.105
H 1.534 -4.490 1.213
H 2.909 -5.626 1.318
H 3.148 -4.058 0.828
H 2.117 -4.842 3.609
H 4.861 -3.610 2.806
H 4.579 -5.254 3.398
H 4.215 -3.918 4.534
H 1.436 -2.737 2.944
C 0.337 4.116 -2.714
C 0.921 2.720 -2.908
C 0.266 2.042 -4.115
O 2.373 2.817 -3.152
H 0.821 4.553 -1.848
H -0.721 3.981 -2.585
H 0.567 4.744 -3.587
H 0.800 2.175 -1.958
H 0.457 2.692 -4.969
H -0.772 1.854 -3.975
H 0.875 1.135 -4.253
H 2.567 2.174 -3.862
C 4.104 0.344 3.810
C 2.668 0.845 3.611
C 1.955 1.056 4.971
O 2.756 2.003 2.796
H 4.012 -0.677 4.213
H 4.699 0.947 4.540
H 4.524 0.392 2.819
H 2.073 0.063 3.164
H 2.112 1.974 5.472
H 2.179 0.277 5.736
H 0.888 0.948 4.793
H 1.881 2.402 2.717
C -4.734 -0.091 -4.513
C -3.273 0.243 -4.859
C -3.057 0.621 -6.243
O -2.816 1.346 -4.045
H -5.220 0.889 -4.420
H -4.759 -0.709 -3.611
H -5.272 -0.638 -5.322
H -2.637 -0.660 -4.698
H -2.074 1.068 -6.336
H -3.700 1.440 -6.624
H -3.047 -0.113 -6.973
H -3.094 1.359 -3.129
C 1.341 -0.494 -1.578
C 1.588 -0.692 -0.089
C 3.057 -0.605 0.290
O 0.830 0.209 0.720
H 1.746 0.543 -1.829
H 0.260 -0.452 -1.791
H 1.918 -1.221 -2.188
H 1.128 -1.676 0.172
H 3.241 0.488 0.219
H 3.635 -1.247 -0.356
H 3.238 -0.955 1.396
H 1.161 1.111 0.724
C -1.972 -2.673 -1.345
C -3.049 -2.618 -0.272
C -3.569 -4.077 0.182
O -2.435 -2.061 0.871
H -1.110 -3.240 -0.926
H -1.558 -1.744 -1.731
H -2.321 -3.185 -2.267
H -3.884 -1.972 -0.487
H -3.793 -4.648 -0.690
H -4.434 -4.067 0.864
H -2.746 -4.633 0.599
H -2.161 -1.127 0.749
C -3.241 2.914 1.643
C -1.987 2.082 1.804
C -1.738 1.522 3.189
O -1.959 0.939 0.893
H -4.162 2.327 1.803
H -3.319 3.328 0.685
H -3.255 3.805 2.257
H -1.087 2.628 1.602
H -2.672 0.952 3.436
H -1.714 2.359 3.899
H -0.803 0.972 3.236
H -1.039 1.041 0.551
```